{"formula": "C6H40O15", "method": "ωB97M-V/def2-TZVPD", "species": ["C", "C", "C", "O", "H", "H", "H", "H", "H", "H", "H", "C", "C", "C", "O", "H", "H", "H", "H", "H", "H", "H", "O", "H", "H", "O", "H", "H", "O", "H", "H", "O", "H", "H", "O", "H", "H", "O", "H", "H", "O", "H", "H", "O", "H", "H", "O", "H", "H", "O", "H", "H", "O", "H", "H", "O", "H", "H", "O", "H", "H"], "coordinates": [[-6.29800, 21.16400, -13.96200], [-5.75500, 20.28700, -15.06300], [-4.55400, 20.87100, -15.81800], [-5.33700, 18.97300, -14.64500], [-6.87400, 20.44900, -13.32500], [-6.91500, 22.01000, -14.32200], [-5.47700, 21.41000, -13.26900], [-6.50800, 20.12600, -15.79600], [-4.30400, 20.27900, -16.73000], [-3.73800, 20.74300, -15.21500], [-4.70900, 21.85400, -16.09900], [-8.26100, 23.68800, -10.27200], [-7.03200, 22.86600, -10.12700], [-5.72900, 23.51900, -10.62600], [-6.82200, 22.56400, -8.75800], [-9.11200, 23.08200, -9.92900], [-8.45100, 24.02000, -11.27600], [-8.20800, 24.60100, -9.65300], [-7.13200, 21.92100, -10.69600], [-4.87000, 22.81500, -10.45500], [-5.63900, 24.46200, -10.06600], [-5.83100, 23.60400, -11.69200], [-5.86100, 16.56000, -12.98500], [-5.92300, 17.00400, -13.86300], [-5.77400, 17.27900, -12.40000], [-1.58400, 18.95900, -17.73000], [-2.10900, 18.79100, -18.52500], [-2.12100, 18.62700, -17.04000], [-3.07100, 18.02500, -15.41400], [-2.91600, 17.52500, -14.59800], [-3.84000, 18.50500, -15.11000], [-10.21100, 20.02100, -14.34400], [-9.36700, 19.53100, -14.58500], [-10.64500, 20.00900, -15.15400], [-3.20800, 22.10700, -12.36600], [-3.68600, 22.52900, -13.04400], [-2.34400, 22.00200, -12.74100], [-0.35900, 20.96600, -16.33100], [-0.78400, 20.73600, -15.50300], [-0.84300, 20.56900, -17.02100], [-1.15200, 19.38300, -14.20900], [-0.59100, 18.86200, -14.77700], [-2.06100, 19.12800, -14.56800], [-9.38800, 22.10600, -12.71400], [-9.80000, 21.40900, -13.25500], [-8.54200, 22.29000, -13.06600], [-3.83300, 19.25600, -12.58100], [-3.68400, 20.18400, -12.46400], [-4.52500, 19.21300, -13.22000], [-8.44200, 19.57300, -11.71600], [-8.92600, 18.73400, -11.71500], [-9.10200, 20.22400, -11.56800], [-8.00000, 18.36400, -14.35500], [-7.10600, 18.59600, -14.61500], [-8.05700, 18.66300, -13.43100], [-5.63500, 17.93500, -17.22700], [-5.89500, 17.17600, -16.71700], [-5.44300, 18.61400, -16.56200], [-6.26300, 18.30600, -10.91700], [-7.04400, 18.79600, -10.96100], [-5.52800, 18.92200, -11.22400]], "forces_ev_per_a": [[0.09, -1.36, 1.18], [1.76, -1.04, -0.70], [-1.71, -1.93, -1.32], [-1.13, 1.16, -0.12], [-0.15, 0.99, -0.45], [0.55, -0.32, 0.30], [-0.35, 0.65, -0.34], [-1.27, 0.18, -0.82], [-0.41, 0.36, 0.43], [2.31, 0.18, 1.75], [-0.12, 2.23, -0.57], [-0.80, 0.68, 0.29], [2.11, -1.21, 3.17], [-0.27, -0.90, 0.44], [-0.57, 0.16, -1.17], [0.14, 0.28, -0.10], [-0.26, 0.13, -0.86], [0.15, -0.37, 0.06], [-0.27, -0.07, -0.38], [-0.85, 0.83, 0.18], [0.36, -0.13, -0.43], [0.25, 0.81, -1.05], [-0.05, -1.56, -2.68], [0.13, -0.37, 0.97], [-0.05, 1.46, 1.64], [0.72, 0.43, -2.04], [0.17, 0.09, 0.22], [-1.15, -0.80, 1.75], [1.72, -1.17, 0.01], [0.21, -0.36, -0.27], [-2.40, 1.01, 0.12], [1.97, -0.72, 1.35], [-0.44, 0.21, 0.70], [-1.58, 0.22, -2.15], [0.49, -0.68, 1.34], [-1.22, 0.96, -1.19], [0.92, -0.27, -0.23], [1.58, 1.66, 0.83], [-0.23, -0.33, 0.31], [-1.03, -1.01, -1.15], [-1.22, 0.21, -0.03], [0.51, -0.22, -0.27], [1.27, 0.31, 0.69], [-2.02, -0.29, 0.73], [0.42, 0.28, -0.27], [1.38, 0.07, -0.47], [1.29, -0.76, 1.77], [0.37, 1.05, 0.38], [-1.47, -0.43, -1.70], [0.27, -1.75, -0.33], [0.02, 0.11, 0.17], [-0.78, 1.59, 0.20], [-1.64, 0.05, 0.23], [1.30, 0.00, -0.06], [0.30, -0.14, -0.28], [-0.02, 0.43, -1.08], [-0.06, -0.32, 0.45], [0.00, -0.47, 0.42], [3.67, -0.50, -0.25], [-1.76, 1.62, 0.00], [-1.13, -0.93, 0.66]], "lowdin_charge": [-0.031, -0.527, -0.033, -0.359, 0.072, 0.094, 0.066, 0.103, 0.089, 0.035, 0.055, -0.137, -0.700, -0.112, -0.414, 0.065, 0.031, 0.066, 0.091, 0.068, 0.063, 0.025, -0.077, 0.016, -0.061, -0.042, 0.059, -0.023, -0.070, 0.079, -0.035, -0.058, 0.043, 0.004, -0.018, 0.010, 0.043, -0.074, -0.021, -0.045, -0.097, 0.029, 0.013, -0.060, -0.007, -0.017, -0.039, -0.012, -0.053, -0.042, 0.083, 0.035, -0.063, -0.017, 0.013, -0.069, 0.023, -0.025, -0.058, -0.047, 0.068], "charge": -2, "e_tot_ha": -1381.17995, "gap_ev": 4.5, "relative_energy_kcal_mol": 0.0}